{"formula": "C33H38AsAuN5SSe", "method": "the ωB97M-V functional and the def2-TZVPD basis", "elements": ["Au", "C", "C", "N", "N", "C", "S", "N", "N", "H", "H", "H", "H", "H", "H", "Se", "C", "C", "C", "C", "C", "C", "H", "H", "H", "H", "H", "C", "C", "C", "C", "C", "C", "As", "N", "C", "C", "C", "C", "C", "C", "C", "C", "C", "C", "C", "C", "C", "C", "C", "C", "C", "C", "H", "H", "H", "H", "H", "H", "H", "H", "H", "H", "H", "H", "H", "H", "H", "H", "H", "H", "H", "H", "H", "H", "H", "H", "H", "H", "H"], "positions_angstrom": [[-0.133, -0.293, -0.267], [5.458, -1.222, 0.648], [4.183, -1.912, 0.947], [4.049, -3.096, 1.459], [2.695, -3.285, 1.506], [1.993, -2.260, 1.032], [0.285, -2.201, 0.997], [2.941, -1.369, 0.666], [2.668, -0.113, 0.136], [6.278, -1.836, 1.009], [5.496, -0.246, 1.132], [5.578, -1.077, -0.427], [2.314, -4.140, 1.878], [3.253, 0.066, -0.670], [2.756, 0.610, 0.848], [-1.565, -1.934, -1.736], [-1.020, -1.838, -3.496], [-0.408, -2.955, -4.093], [-0.124, -2.935, -5.442], [-0.436, -1.808, -6.203], [-1.023, -0.693, -5.617], [-1.312, -0.699, -4.265], [-0.181, -3.825, -3.491], [0.336, -3.795, -5.909], [-0.224, -1.805, -7.264], [-1.265, 0.173, -6.218], [-1.775, 0.157, -3.794], [-5.663, 1.603, 3.205], [-4.434, 1.994, 2.430], [-3.442, 2.779, 2.996], [-2.285, 3.115, 2.302], [-1.305, 4.059, 2.959], [-2.097, 2.603, 1.013], [-0.435, 3.051, 0.100], [-0.061, 1.538, -1.013], [0.428, 1.786, -2.296], [0.400, 3.064, -2.896], [0.876, 3.267, -4.176], [1.407, 2.219, -4.921], [1.461, 0.962, -4.350], [0.982, 0.745, -3.065], [1.011, 2.596, 1.376], [1.000, 1.614, 2.382], [-0.199, 0.803, 2.816], [2.168, 1.373, 3.112], [3.342, 2.080, 2.896], [4.577, 1.821, 3.715], [3.328, 3.064, 1.915], [2.191, 3.337, 1.160], [2.291, 4.436, 0.128], [-3.149, 1.940, 0.364], [-3.151, 1.608, -1.110], [-4.287, 1.625, 1.099], [-5.617, 1.965, 4.231], [-5.774, 0.518, 3.233], [-6.563, 2.009, 2.741], [-3.575, 3.159, 4.004], [-1.837, 4.715, 3.647], [-0.796, 4.697, 2.234], [-0.535, 3.537, 3.530], [-0.032, 3.895, -2.356], [0.831, 4.261, -4.603], [1.751, 2.381, -5.934], [1.874, 0.129, -4.907], [1.030, -0.252, -2.642], [-0.992, 0.739, 2.074], [-0.647, 1.247, 3.708], [0.106, -0.209, 3.076], [2.142, 0.617, 3.892], [4.519, 0.865, 4.235], [4.705, 2.599, 4.470], [5.474, 1.828, 3.094], [4.227, 3.644, 1.735], [3.270, 4.909, 0.179], [1.535, 5.207, 0.284], [2.156, 4.056, -0.887], [-2.579, 2.330, -1.694], [-4.177, 1.626, -1.480], [-2.746, 0.621, -1.323], [-5.096, 1.097, 0.603]], "total_charge": 1, "multiplicity": 1, "e_homo_ha": [-0.365, -0.365], "lumo_energy_ev": [-5.23, -5.23], "homo_lumo_gap_ev": [4.7, 4.7], "fmax_ev_per_a": 1.15}